The following is a quantum chemistry calculation of 6 unconnected molecules or ions with the total composition C15H28Cl3NO12 at a distorted geometry, from OMol25.

Structure (XYZ):
```
59
Properties=species:S:1:pos:R:3:forces:R:3
C 31.45393 8.19099 10.19633 0.334 0.293 0.968
O 30.46818 8.58668 9.25571 -2.498 0.661 0.234
C 29.18232 8.98421 9.70476 0.616 -0.004 -0.349
O 28.37047 9.45351 8.91878 1.498 -0.989 1.720
O 29.03774 8.77055 11.04368 0.293 0.399 -0.648
C 27.81025 9.19791 11.73591 0.028 0.481 -1.632
H 31.02101 7.56303 10.97502 0.199 -0.105 -0.160
H 31.89783 9.06813 10.66715 -0.234 0.193 0.176
H 32.30598 7.71356 9.71244 -0.548 -0.253 -0.468
H 27.92790 9.18721 12.81949 0.374 -0.648 -0.318
H 27.01636 8.57499 11.32383 -0.134 0.032 0.560
H 27.59304 10.23135 11.46585 -0.001 -0.029 -0.160
C 33.70524 15.82959 8.15785 -1.143 -0.902 1.302
O 34.49643 15.17403 7.16727 0.436 2.677 0.286
C 34.57095 13.88255 7.01348 -0.637 -1.983 -0.269
O 33.77485 13.04813 7.42213 1.516 1.279 -0.413
O 35.65383 13.56553 6.25661 -1.198 -1.003 0.356
C 36.53831 14.52093 5.66259 -0.278 -0.122 0.844
H 33.53084 15.16328 9.00266 0.095 -0.346 -0.146
H 32.70099 16.11318 7.84297 0.185 -0.167 -0.695
H 34.14121 16.71082 8.62844 0.788 -0.028 -0.845
H 37.17797 13.91815 5.01792 -0.154 0.274 -0.093
H 37.13114 14.93748 6.47692 0.129 0.349 -0.256
H 35.97470 15.29191 5.13723 0.236 -0.062 -0.078
C 30.49770 6.51392 1.94585 -1.249 0.811 0.878
O 31.06185 7.62334 2.70462 0.679 -1.059 -1.942
C 30.65689 8.12555 3.84934 1.826 0.862 0.095
O 31.22732 9.10167 4.27208 -0.869 -0.114 0.374
O 29.75328 7.38894 4.43612 -1.414 -0.529 0.326
C 29.26627 7.75639 5.70812 -0.434 -0.206 2.031
H 31.24602 6.06709 1.29129 0.109 0.342 0.366
H 29.67389 6.93782 1.37162 0.184 -0.020 -0.395
H 30.00573 5.77846 2.58238 0.492 -0.116 0.215
H 28.20778 8.01018 5.76560 -0.032 0.233 -0.943
H 29.79843 8.53558 6.25379 0.363 0.104 -0.692
H 29.31234 6.88544 6.36190 0.331 -0.266 -0.216
C 24.67167 14.88688 10.97742 -0.582 1.235 1.485
O 25.09781 13.76188 10.26124 0.030 -1.528 -0.112
C 25.01826 12.52760 10.84753 -0.476 -0.338 1.450
O 24.57022 12.26555 11.97578 1.331 1.004 -3.277
O 25.53419 11.56361 10.04310 -0.901 0.151 0.493
C 25.93378 11.75800 8.67147 1.025 0.529 -0.102
H 23.76083 14.76224 11.56302 -0.202 -0.607 -0.316
H 24.49890 15.74150 10.32329 0.219 -0.427 -0.432
H 25.38675 15.21137 11.73337 0.467 -0.225 -0.175
H 25.21469 12.23874 8.00822 -0.268 0.110 0.524
H 26.22443 10.80736 8.22436 -0.420 -0.266 0.591
H 26.86603 12.32273 8.68083 -0.129 0.363 -0.114
Cl 30.80970 15.23868 10.07084 0.147 -0.488 0.437
C 29.52349 16.02135 9.22801 -1.212 0.596 -0.562
Cl 29.42314 17.73755 9.67078 0.011 -0.022 0.133
Cl 27.87839 15.26033 9.49936 1.289 0.241 -0.186
H 29.75403 16.02136 8.16266 -0.332 -0.453 0.180
C 30.59155 11.83343 7.83132 -1.172 0.394 0.354
C 30.22122 13.08923 7.20331 0.202 0.381 -0.815
N 29.93287 14.06250 6.66136 0.015 -0.071 0.325
H 31.25394 12.08739 8.65887 0.452 -0.556 -0.340
H 30.87483 11.08648 7.08975 0.620 0.212 0.241
H 29.65479 11.47799 8.26056 -0.002 -0.273 0.206
```
Forces are in eV/Å.

Properties
Largest force on an atom in eV/A: 3.68
Frontier orbital gap in eV: 11.0
SMILES: COC(=O)OC.COC(=O)OC.COC(=O)OC.COC(=O)OC.ClC(Cl)Cl.CC#N
Net charge: 0
M in g/mol: 520.7
ΔE to the lowest compared entry with this formula, charge and spin in kJ/mol: 149.05
LUMO level in eV: 0.470
HOMO in eV: -10.53

In elementary charge units, the Löwdin charges are: -0.068 -0.044 -0.488 0.096 -0.048 0.017 0.091 0.093 0.095 0.097 0.102 0.084 -0.040 0.000 -0.583 0.111 -0.019 -0.036 0.065 0.078 0.097 0.097 0.093 0.096 -0.011 0.007 -0.649 0.126 0.019 -0.040 0.093 0.090 0.086 0.095 0.082 0.094 -0.091 -0.061 -0.510 0.095 -0.020 -0.035 0.095 0.095 0.092 0.098 0.080 0.070 0.588 -1.529 0.512 0.516 -0.021 -0.048 -0.285 0.142 0.083 0.096 0.057